Entry from the OMol25 dataset: C3H6N2O in the gas phase at a distorted geometry (wB97M-V/def2-TZVPD).

XYZ file:
```
12
C3H6N2O | the OMol25 dataset | wB97M-V/def2-TZVPD
H -1.86849 -1.54987 -0.22193
H -3.00603 -0.37475 0.08268
H 2.24790 1.25588 -0.65114
C -1.00200 0.32893 -0.25814
H 0.79018 1.44656 0.76240
O -1.12094 1.49474 0.05836
N 0.26192 -0.00527 -0.62371
H 1.09304 -1.00192 1.21565
C 1.19367 -0.67976 0.20004
C 1.32974 0.91093 -0.08680
N -1.93055 -0.48080 -0.04270
H 2.01156 -1.34467 -0.43470
```

For the molar mass, the calculation gives 86.1 Da. The spin multiplicity is 1. As for the structure (SMILES): NC(=O)N1CC1. The value obtained for the maximum force is 12.05 eV Å⁻¹. The relative energy (zero: lowest compared OMol25 entry of this formula, charge and spin) is 341.6 kJ/mol. As for the net charge: 0. The frontier orbital gap comes out at 9.757 eV. Its total energy is -8233.1580 eV.

Here are the Mulliken charges for atoms 1 to 8, given in e: H 0.247; H 0.278; H 0.254; C 0.572; H 0.250; O -0.667; N -0.284; H 0.308

---

Entry from the OMol25 dataset: 3 unconnected molecules or ions with the total composition C3H13NO2 at a distorted geometry (wB97M-V/def2-TZVPD).

XYZ file:
```
19
C3H13NO2 | the OMol25 dataset | wB97M-V/def2-TZVPD
H 3.06554 -1.81522 -1.28610
H -1.35004 2.11732 -0.06303
H 1.78160 1.69006 1.22351
H 0.95755 -0.11351 0.11866
C -1.50994 1.18277 -0.60940
C -2.31914 -0.93747 0.13942
H 0.18285 -1.01186 -1.24938
O 1.54540 2.61094 1.13571
H -2.68306 -0.93257 -0.97382
H -3.16390 -0.55829 0.72438
H -0.68137 1.53782 -1.29155
H 1.77349 -2.19357 -0.51212
O 2.74784 -2.08523 -0.42480
C 0.06718 -0.72921 -0.16361
H -2.54002 1.13286 -1.04524
H 0.18563 -1.61432 0.48329
N -1.18270 -0.03078 0.11057
H -1.96801 -1.91549 0.47836
H 0.67032 2.75571 0.74320
```

For the molar mass, the calculation gives 95.1 Da. The spin multiplicity is 2. The value obtained for the maximum force is 2.38 eV Å⁻¹. The relative energy (zero: lowest compared OMol25 entry of this formula, charge and spin) is 174.8 kJ/mol. Its expectation value of S² is 0.750. As for the net charge: -1. The frontier orbital gap (alpha / beta) comes out at 2.900 / 8.626 eV. Its total energy is -8904.3147 eV.

Here are the Mulliken charges for atoms 1 to 8, given in e: H 0.540; H 0.201; H 0.353; H -0.552; C -1.274; C -1.274; H 0.070; O -0.861

---

Entry from the OMol25 dataset: 12 unconnected molecules or ions with the total composition C7H30O11 at a distorted geometry (wB97M-V/def2-TZVPD).

XYZ file:
```
48
C7H30O11 | the OMol25 dataset | wB97M-V/def2-TZVPD
H 2.16329 3.75829 0.81587
H 1.07331 1.16895 -2.87002
H 2.70619 -1.82747 2.68208
O -2.60924 -1.50901 2.61875
C -0.39306 -0.68679 -0.70284
H 3.17512 -3.19310 2.15498
H -1.35247 1.26594 -3.31771
O 3.64116 0.79153 0.57644
H 1.93668 3.30262 -1.24028
C -2.49952 -1.06059 -1.85595
C -1.10030 -1.34273 -1.69560
C -0.45831 -2.42090 -2.51501
H -2.87844 -1.72872 -2.63272
O 1.44612 3.71742 -1.99979
H 0.52909 2.73033 2.07088
H 0.81570 4.27205 2.45815
O -0.88912 0.87243 2.81458
H -0.22691 1.18378 0.30830
H 0.61663 -4.71718 0.77565
H 0.65207 2.53076 -3.01583
H -1.71244 1.15045 3.26121
H 2.74527 0.61413 0.89537
O -2.16618 0.99740 -3.81719
H -2.75450 1.56513 0.17611
O 2.40512 -2.60961 2.20477
H -3.18395 -2.26918 2.58511
C -3.07175 -0.05032 -1.13172
H 0.64477 -0.97947 -0.58666
H -1.68775 -1.72257 2.88041
C -0.92415 0.46354 -0.06113
H -1.06963 -3.34170 -2.64522
H 3.53101 0.67473 -0.38085
O 1.18790 3.39804 2.31912
O -0.05376 -2.03505 3.02615
H 1.90065 4.49722 -2.31553
H 3.11634 2.61211 0.43352
H -0.12377 -4.47950 2.12948
H -0.03703 -1.35694 3.70876
O 2.85889 3.51744 0.16124
H -0.23625 -1.97211 -3.50690
H -3.98106 0.34996 -1.53317
H -1.23806 0.02180 2.49095
H -2.23740 1.71108 -4.45931
O 0.37792 1.63179 -3.35536
H 0.49374 -2.64382 -2.01255
C -2.23614 0.72087 -0.29216
O 0.27909 -5.15623 1.55842
H 0.82511 -2.41677 2.83718
```

For the molar mass, the calculation gives 290.3 Da. The spin multiplicity is 1. As for the structure (SMILES): Cc1ccccc1.O.O.O.O.O.O.O.O.O.O.O. The value obtained for the maximum force is 2.85 eV Å⁻¹. The relative energy (zero: lowest compared OMol25 entry of this formula, charge and spin) is 0.0 kJ/mol. As for the net charge: 0. The frontier orbital gap comes out at 8.335 eV. Its total energy is -30267.9189 eV.

Here are the Mulliken charges for atoms 1 to 8, given in e: H 0.414; H 0.195; H 0.305; O -0.668; C -0.297; H 0.273; H 0.370; O -0.728

---

Entry from the OMol25 dataset: a molecular structure, C46H55BN8P2PtS3Se at a distorted geometry (wB97M-V/def2-TZVPD).

XYZ file:
```
117
C46H55BN8P2PtS3Se | the OMol25 dataset | wB97M-V/def2-TZVPD
C 0.50594 -1.32860 6.47497
C -4.09236 -3.66572 2.79913
H 4.49018 -2.02980 -5.91918
H 4.37199 -4.48921 -3.83535
H 5.96691 2.87011 2.75962
H -4.66494 -3.67986 3.72403
N -3.03264 -0.45654 -2.93310
H 0.48531 -1.84020 7.42664
S 2.47947 -0.43960 -1.43302
C 2.33770 1.60259 2.52101
C -2.09643 -2.85525 4.09986
H 2.82800 -1.55287 -5.58450
H 5.26561 1.49567 0.82924
H -2.42206 -3.56357 -2.17734
C 3.58925 -2.30201 -5.37659
C 3.91514 -2.35204 -3.88235
H -1.44847 6.83880 -0.96279
H 4.85494 -1.03366 -2.41900
H 4.04739 -0.17953 -3.75418
H -4.46778 -4.45989 2.15586
S -0.98695 1.01785 -1.81084
H -3.68626 2.32659 -4.77205
H -4.82022 -0.48176 -4.98788
C -3.86770 0.68642 -3.41502
C -5.51821 3.25639 2.46195
C 4.61871 -1.06320 -3.48394
C 4.55583 1.75791 1.59929
C -3.92602 1.94085 1.24177
H 2.44510 -1.00522 3.72203
H -2.39777 4.46819 2.93039
C -5.09309 0.13007 -4.13130
C -3.05810 1.52290 -4.39651
N -0.37782 2.23790 2.71753
H -5.67234 0.97026 -4.50197
H 2.15536 -4.38388 -4.18099
H -4.99659 2.28298 -2.54509
H -3.69502 1.10688 0.59399
Se 2.23002 -3.00857 1.39908
P 0.66766 0.92088 2.49149
C 1.33590 4.94316 -0.64869
C -4.49765 4.06646 2.94016
H 2.36512 -2.21117 5.86750
C 4.94651 2.52353 2.68352
C -4.32466 1.49812 -2.20904
H 4.33947 3.45604 4.51894
H -4.72363 4.88953 3.59953
H 2.04577 2.58828 4.41626
C -0.51549 -4.44164 0.20781
N -1.53422 -1.63079 -1.85541
C -1.66030 -2.73415 1.07371
Pt -0.47147 0.47171 0.46812
H -1.08617 -5.83002 1.79892
H -5.73238 -0.44365 -3.46511
H -2.80134 -6.06293 3.07060
C -0.54624 3.87517 0.39636
C 3.16863 -2.04304 0.33898
H -0.33635 2.91335 3.47147
C 3.24499 1.31090 1.51005
C -2.47580 -2.50831 -2.34385
C 4.03271 2.84544 3.68264
H -1.33729 -0.29505 6.81883
H 2.38321 4.94501 -0.91165
H -4.26113 -2.11632 -3.55126
N -0.84986 -3.10490 0.03278
H -3.05990 -5.32099 4.63398
N 2.60136 -2.56788 -3.16204
C -1.12106 -4.86789 1.33803
N 3.73999 -1.31665 -0.43182
C 0.80077 3.86957 0.03446
C 1.86609 -3.66612 -3.44196
H -1.30994 0.85624 4.64189
C -0.49922 0.19505 4.91413
C -2.90590 2.75647 1.71268
H -2.41158 4.93915 0.26667
H -4.86187 0.86181 -1.50766
H 5.55552 -1.03879 -4.03321
C -3.39592 -1.78444 -3.02261
H -2.38515 -1.84985 3.80793
C -1.36019 4.94089 0.02092
H 5.74268 -3.43114 -4.11032
C 1.56289 -1.53745 5.59964
H 1.43058 3.02362 0.29160
C -0.52084 -0.46348 6.13351
P -1.20165 2.43837 1.26105
C -5.23668 2.19696 1.61638
H -2.51232 -3.05808 5.08365
C -2.45081 -5.27677 3.73459
H -6.03603 1.57044 1.24823
H -0.07066 -4.31692 -2.61196
H -1.01052 -2.90130 4.16906
N 0.82849 -2.53196 -1.87025
H -6.53798 3.45369 2.75567
B -0.34387 -2.06378 -0.96443
C -3.18825 3.82460 2.56668
H 0.94454 6.84903 -1.54509
H 5.05290 -3.56644 -2.48795
C -0.81851 6.01063 -0.67701
H -2.18285 1.97074 -3.92998
H 3.25157 -3.25943 -5.76402
S -2.39281 -1.19950 1.20957
C 0.75920 -3.64471 -2.63259
C -1.90153 -0.38484 -2.21239
C -2.62149 -3.88880 3.12591
C 4.81679 -3.53976 -3.55377
H -2.73817 0.91884 -5.24300
C 2.73621 2.37244 3.61370
H 0.04429 -1.11141 -0.26359
C 1.60174 -0.86622 4.39039
H -3.48441 1.96403 -1.69592
C 1.96002 -1.88015 -2.19631
C 0.57203 0.01036 4.04833
H -4.25387 -2.70851 2.30893
H 2.91982 0.72148 0.64539
C 0.52612 6.01484 -1.00358
N -1.83131 -3.81527 1.86518
H -1.41925 -5.47503 4.01963
H 0.12974 -4.97828 -0.45085
```

For the molar mass, the calculation gives 1163.0 Da. The spin multiplicity is 1. The value obtained for the maximum force is 1.74 eV Å⁻¹. The relative energy (zero: lowest compared OMol25 entry of this formula, charge and spin) is 0.0 kJ/mol. As for the net charge: +2. The frontier orbital gap comes out at 5.963 eV. Its total energy is -180861.8449 eV.

Here are the Mulliken charges for atoms 1 to 8, given in e: C -0.647; C -1.629; H 0.463; H 0.386; H 0.431; H 0.481; N 0.425; H 0.418